DFT (ωB97M-V/def2-TZVPD) results for C4H10N2 in the gas phase in a non-equilibrium geometry.

Geometry as XYZ:
```
16
Properties=species:S:1:pos:R:3:mulliken_charge:R:1
C 1.5228 -0.5018 -0.4036 -1.471
C 0.6353 -0.2613 0.7633 0.257
C -0.3417 0.8987 0.7492 -0.303
C -0.8385 -0.5085 0.7174 -0.266
H 1.0874 -0.1842 -1.3616 0.287
H 2.5082 -0.0191 -0.2939 0.334
H 1.6615 -1.5565 -0.5097 0.355
H 1.0839 -0.4839 1.7490 0.346
H -0.4806 1.4983 1.6597 0.356
H 0.3197 2.1053 -0.7309 0.289
H -0.7775 1.0225 -1.1898 0.242
H -1.2159 -0.9105 1.6538 0.373
H -0.9237 -1.2044 -1.2161 0.292
H -2.2183 -0.4597 -0.7520 0.317
N -0.5233 1.6873 -0.4340 -0.672
N -1.4992 -1.1223 -0.4007 -0.735
```

Output
energy relative to the best compared isomer or geometry (same formula, charge and spin) = 1.418 eV
LUMO level = 0.0348 Eh
SMILES = C[C@H]1[C@@H](N)[C@H]1N
HOMO = -8.796 eV